Entry from OMol25: a 2-piece molecular cluster, C7H14S2 overall (the ωB97M-V functional and the def2-TZVPD basis).

Its energy above the lowest of the compared OMol25 structures with the same formula, charge and spin is 0.000 eV. For the total energy, the calculation gives -1071.33426 Eh. The value obtained for the HOMO-LUMO gap (alpha / beta) is 6.5 / 8.5 eV. The expectation value of S² is 2.010. For the strongest force on any atom, the calculation gives 0.0566 Eh/bohr. As for the HOMO energy (alpha / beta): -5.75 / -9.17 eV.

Structure (ORCA input):
```
! RIJCOSX wB97M-V def2-TZVPD def2/J DEFGRID3
* xyz 0 3
S -1.197 1.496 1.794
S 1.382 0.243 1.056
C 2.114 -1.244 1.134
C -1.318 -0.890 -1.417
C -0.380 2.686 0.699
C -0.733 -1.189 2.136
C -0.236 0.065 1.511
C 0.397 0.337 -2.738
C -0.123 -0.833 -1.974
H -1.658 -1.754 -0.873
H 0.599 2.933 1.101
H 0.557 -1.671 -1.892
H 1.831 -1.978 1.857
H -2.013 -0.074 -1.485
H -1.811 -1.121 2.271
H 3.062 -1.308 0.643
H -1.009 3.569 0.677
H -0.503 -2.038 1.488
H -0.291 2.253 -0.291
H 0.641 0.043 -3.758
H -0.341 1.136 -2.773
H 1.308 0.717 -2.277
H -0.276 -1.376 3.112
*
```